{"formula": "C25H45N3O15P", "method": "the ωB97M-V functional and the def2-TZVPD basis", "e_tot_ev": -71117.891, "charge": 1, "lumo_ha": -0.0902, "species": ["C", "C", "C", "C", "C", "N", "P", "N", "O", "C", "C", "C", "C", "O", "C", "C", "O", "C", "C", "N", "H", "H", "H", "H", "H", "H", "H", "H", "H", "H", "H", "H", "H", "H", "H", "H", "H", "H", "H", "H", "H", "H", "H", "H", "H", "H", "H", "H", "H", "C", "C", "O", "C", "O", "O", "H", "H", "H", "H", "C", "C", "O", "C", "O", "O", "H", "H", "H", "H", "C", "C", "O", "C", "O", "O", "H", "H", "H", "H", "C", "C", "O", "C", "O", "O", "H", "H", "H", "H"], "xyz": [[-2.366, -1.528, -3.033], [-1.310, -2.663, -2.595], [0.013, -2.712, -3.523], [1.119, -1.609, -3.126], [0.736, -0.145, -3.664], [0.669, 0.924, -2.608], [-0.470, 2.219, -3.246], [0.056, 3.813, -2.751], [-0.415, 2.236, -4.971], [-0.020, 0.594, -1.292], [1.133, 0.506, -0.150], [0.573, 0.511, 1.346], [0.265, -1.047, 1.717], [1.323, -1.636, 2.509], [2.045, -2.622, 1.791], [1.418, -3.881, 1.048], [3.298, -2.501, 1.777], [2.007, 1.790, -0.658], [2.059, 1.356, -2.225], [2.840, 2.198, -3.167], [-3.433, -1.950, -3.003], [-2.168, -1.201, -4.110], [-2.367, -0.601, -2.370], [-1.842, -3.666, -2.712], [-1.016, -2.592, -1.479], [-0.235, -2.681, -4.643], [0.516, -3.733, -3.346], [2.092, -1.932, -3.656], [1.338, -1.673, -2.011], [1.527, 0.136, -4.447], [-0.245, -0.264, -4.256], [1.009, 4.048, -3.064], [-0.093, 3.997, -1.752], [-1.377, 2.202, -5.208], [-0.527, -0.422, -1.203], [-0.751, 1.443, -1.030], [1.863, -0.381, -0.270], [1.284, 0.965, 2.108], [-0.461, 1.010, 1.317], [0.087, -1.563, 0.708], [-0.723, -1.158, 2.295], [1.302, -3.687, -0.069], [0.398, -4.208, 1.442], [2.114, -4.790, 1.142], [1.443, 2.761, -0.412], [3.042, 1.930, -0.208], [2.726, 0.414, -2.144], [3.653, 2.635, -2.694], [3.182, 1.596, -3.931], [-4.276, 3.268, -4.133], [-5.499, 3.505, -3.298], [-6.155, 2.245, -3.326], [-5.209, 1.305, -3.591], [-5.391, 0.126, -3.521], [-4.025, 1.880, -3.947], [-3.423, 3.865, -3.803], [-4.451, 3.456, -5.196], [-5.256, 3.755, -2.261], [-6.139, 4.286, -3.710], [-4.529, -0.900, 4.199], [-3.441, -1.874, 4.533], [-3.336, -2.658, 3.350], [-3.817, -1.902, 2.326], [-3.719, -2.194, 1.167], [-4.419, -0.773, 2.786], [-4.391, 0.065, 4.689], [-5.524, -1.283, 4.444], [-2.481, -1.383, 4.715], [-3.689, -2.498, 5.392], [6.897, -2.366, 2.123], [6.015, -1.170, 1.925], [6.883, -0.081, 2.210], [8.157, -0.518, 2.003], [9.119, 0.191, 1.990], [8.190, -1.865, 1.810], [6.631, -3.194, 1.465], [6.896, -2.720, 3.158], [5.659, -1.079, 0.895], [5.158, -1.170, 2.597], [-0.103, 2.382, 6.028], [-0.238, 1.195, 5.123], [-1.643, 1.036, 5.003], [-2.207, 2.248, 5.268], [-3.361, 2.505, 5.092], [-1.287, 3.124, 5.755], [0.786, 2.975, 5.810], [-0.094, 2.104, 7.085], [0.181, 1.376, 4.129], [0.220, 0.298, 5.543]], "atomic_forces_ev_per_a": [[-0.284, -0.279, 0.019], [-0.060, -0.088, -0.651], [0.251, -0.419, 1.039], [0.213, -0.741, -0.871], [0.224, -2.285, -1.404], [1.073, 0.216, -0.504], [-3.003, 2.657, -1.372], [0.852, -2.051, -0.911], [0.151, 0.126, 2.400], [0.484, -1.513, 2.900], [1.400, 1.931, -0.431], [-0.845, -1.355, -0.885], [-1.572, 0.886, -0.292], [0.055, -1.385, -2.331], [4.107, 0.046, -0.003], [-0.667, -0.267, 0.152], [-4.502, -0.427, 0.156], [-0.884, -0.263, -0.227], [3.824, -0.628, 2.321], [-1.134, -0.124, 0.086], [1.609, 0.728, -0.006], [-0.341, -0.440, 1.404], [0.048, -1.199, -0.888], [0.798, 1.296, 0.211], [-0.407, -0.033, -1.671], [0.247, 0.173, 1.638], [-0.724, 1.496, -0.290], [-1.417, 0.619, 0.898], [-0.416, 0.268, -1.363], [-1.266, 0.066, 1.321], [1.373, 0.641, 1.295], [-0.475, 0.134, 0.335], [0.054, -0.127, -0.628], [1.041, -0.121, 0.217], [0.226, 1.523, -1.157], [1.080, -1.387, -0.388], [-1.450, 1.076, 0.014], [-0.947, -0.487, -1.126], [1.590, -0.343, 0.380], [0.419, 0.305, 1.541], [1.524, 0.302, -0.716], [0.201, -0.008, 1.454], [1.312, 0.727, -0.426], [-0.807, 1.740, 0.045], [0.674, -1.380, -0.692], [-1.234, -0.591, -0.713], [-1.704, 0.760, -0.040], [-0.909, -0.517, -0.356], [-0.042, 0.641, 0.556], [0.470, 0.544, -0.390], [-0.367, 0.734, 0.304], [0.547, -0.371, -0.217], [-0.564, -1.204, 0.173], [0.283, 0.889, -0.085], [-0.204, -0.099, 0.112], [0.029, -0.191, 0.001], [-0.036, -0.018, 0.062], [0.002, -0.034, -0.061], [-0.076, -0.211, 0.059], [-0.470, 0.551, 0.653], [0.331, -0.142, 0.829], [-0.184, 0.237, -0.580], [-0.112, -0.113, -0.753], [0.129, 0.239, 0.725], [0.416, -0.567, -0.334], [-0.012, 0.009, -0.261], [0.073, -0.024, -0.070], [-0.092, 0.013, -0.027], [0.061, -0.101, -0.211], [-0.186, -0.807, 0.080], [-0.838, 0.107, 0.079], [0.480, -0.183, -0.059], [1.021, 0.622, -0.009], [-0.758, -0.517, -0.010], [-0.083, 0.563, 0.016], [0.204, 0.082, 0.024], [-0.007, 0.054, -0.053], [0.024, -0.041, 0.037], [0.150, 0.157, -0.096], [0.616, 0.309, 0.476], [0.717, -0.616, -0.198], [-0.276, 0.326, 0.099], [-1.014, 0.589, -0.006], [0.844, -0.325, 0.080], [-0.400, -0.483, -0.340], [-0.214, 0.095, 0.019], [-0.030, 0.007, -0.077], [-0.024, 0.030, 0.058], [-0.189, -0.008, -0.093]]}